a:
The following is a quantum chemistry calculation of 2 unconnected molecules or ions with the total composition C4H12, from the Open Molecules 2025 dataset.

Each line ends with the natural charge from an NBO analysis.
Atoms and positions in Å:
C (-2.124, -0.717, 0.262)  -0.6277
C (-0.882, -1.053, 1.015)  -0.6447
H (-2.479, -1.456, -0.433)  0.2149
H (-2.884, -0.503, 1.105)  0.2127
H (-1.832, 0.292, -0.225)  0.2126
H (0.130, -0.503, 0.945)  0.2209
H (-0.594, -2.131, 1.243)  0.2112
H (-1.166, -0.780, 2.119)  0.1987
C (1.338, 1.409, -0.376)  -0.6328
C (1.612, 0.159, -1.166)  -0.6333
H (2.245, 1.752, 0.237)  0.2025
H (0.943, 2.301, -0.967)  0.2082
H (0.598, 1.485, 0.374)  0.2102
H (2.709, 0.044, -1.025)  0.2166
H (1.324, 0.422, -2.250)  0.2124
H (1.061, -0.722, -0.857)  0.2173

- Gap between HOMO and LUMO: 12.07 eV
- Molecular weight: 60.14 g/mol
- E_HOMO: -10.923 eV
- SMILES: CC.CC
- Total charge: 0

***

b:
The following is a quantum chemistry calculation of 2 unconnected molecules or ions with the total composition C4H12, from the Open Molecules 2025 dataset.

Each line ends with the natural charge from an NBO analysis.
Atoms and positions in Å:
C (2.832, -0.011, 0.751)  -0.6083
C (1.373, -0.358, 0.622)  -0.6058
H (3.474, -0.864, 0.672)  0.2060
H (3.058, 0.606, -0.084)  0.2071
H (2.988, 0.469, 1.794)  0.2015
H (0.658, 0.262, 1.074)  0.2065
H (1.097, -1.302, 0.807)  0.2011
H (1.061, -0.085, -0.418)  0.1914
C (-2.248, -0.481, -0.361)  -0.6234
C (-1.905, 0.864, -0.975)  -0.6349
H (-2.387, -0.275, 0.764)  0.2060
H (-3.178, -0.894, -0.664)  0.2051
H (-1.605, -1.392, -0.697)  0.2091
H (-2.504, 1.085, -1.886)  0.2071
H (-0.912, 0.728, -1.452)  0.2144
H (-2.067, 1.580, -0.130)  0.2172

- Gap between HOMO and LUMO: 12.29 eV
- Molecular weight: 60.14 g/mol
- E_HOMO: -11.168 eV
- SMILES: CC.CC
- Total charge: 0

***

The calculated energies rank the structures as follows, beginning with the most stable: b, a.

***

a:
The following is a quantum chemistry calculation of 2 unconnected molecules or ions with the total composition C4H12, from the Open Molecules 2025 dataset.

Each line ends with the natural charge from an NBO analysis.
Atoms and positions in Å:
C (1.142, -0.980, -0.995)  -0.6119
C (0.760, -1.175, -2.464)  -0.6124
H (0.322, -1.391, -0.423)  0.2038
H (2.040, -1.581, -0.746)  0.2029
H (1.391, 0.037, -0.685)  0.2077
H (1.254, -0.379, -3.025)  0.2020
H (-0.300, -1.155, -2.603)  0.2022
H (1.136, -2.091, -2.939)  0.2059
C (-0.465, 1.078, 1.144)  -0.6203
C (-1.459, 1.070, 2.327)  -0.6178
H (0.504, 0.615, 1.371)  0.2034
H (-0.777, 0.740, 0.158)  0.2087
H (-0.183, 2.106, 0.900)  0.2009
H (-1.118, 0.342, 3.050)  0.2052
H (-2.427, 0.725, 1.922)  0.2100
H (-1.464, 2.038, 2.820)  0.2097

- Gap between HOMO and LUMO: 12.65 eV
- Molecular weight: 60.14 g/mol
- E_HOMO: -11.520 eV
- SMILES: CC.CC
- Total charge: 0

***

b:
The following is a quantum chemistry calculation of 2 unconnected molecules or ions with the total composition C4H12, from the Open Molecules 2025 dataset.

Each line ends with the natural charge from an NBO analysis.
Atoms and positions in Å:
C (1.156, -2.849, 0.606)  -0.6182
C (1.291, -1.365, 0.254)  -0.6221
H (1.678, -3.118, 1.513)  0.2102
H (-0.006, -2.956, 0.720)  0.2103
H (1.679, -3.392, -0.168)  0.2094
H (0.522, -0.764, 0.824)  0.1961
H (1.139, -0.930, -0.800)  0.2127
H (2.246, -0.917, 0.589)  0.2012
C (-1.383, 2.473, 0.154)  -0.6088
C (-1.110, 1.527, -1.044)  -0.6189
H (-0.965, 3.594, 0.086)  0.2016
H (-2.385, 2.622, 0.512)  0.2054
H (-0.753, 2.033, 0.946)  0.2011
H (-1.477, 0.504, -1.019)  0.2139
H (-0.066, 1.663, -1.206)  0.2076
H (-1.567, 1.874, -1.967)  0.1986

- Gap between HOMO and LUMO: 12.53 eV
- Molecular weight: 60.14 g/mol
- E_HOMO: -11.432 eV
- SMILES: CC.CC
- Total charge: 0

***

c:
The following is a quantum chemistry calculation of 2 unconnected molecules or ions with the total composition C4H12, from the Open Molecules 2025 dataset.

Each line ends with the natural charge from an NBO analysis.
Atoms and positions in Å:
C (0.607, 2.559, -1.756)  -0.6136
C (-0.034, 1.172, -1.554)  -0.6150
H (1.542, 2.646, -1.222)  0.2036
H (0.878, 2.677, -2.797)  0.2053
H (-0.029, 3.350, -1.386)  0.2066
H (-0.258, 0.708, -2.518)  0.2027
H (0.607, 0.444, -1.058)  0.2049
H (-0.983, 1.272, -1.035)  0.2052
C (-0.750, -2.164, 1.135)  -0.6105
C (0.186, -1.558, 2.153)  -0.6091
H (-0.513, -3.195, 0.960)  0.2041
H (-1.789, -2.247, 1.453)  0.2028
H (-0.762, -1.557, 0.233)  0.2057
H (0.283, -2.143, 3.072)  0.2023
H (-0.165, -0.609, 2.559)  0.2016
H (1.180, -1.354, 1.761)  0.2033

- Gap between HOMO and LUMO: 12.81 eV
- Molecular weight: 60.14 g/mol
- E_HOMO: -11.692 eV
- SMILES: CC.CC
- Total charge: 0

***

d:
The following is a quantum chemistry calculation of 2 unconnected molecules or ions with the total composition C4H12, from the Open Molecules 2025 dataset.

Each line ends with the natural charge from an NBO analysis.
Atoms and positions in Å:
C (-1.610, -0.058, 0.034)  -0.6056
C (-3.103, 0.025, -0.258)  -0.6043
H (-1.353, 0.613, 0.859)  0.2014
H (-1.292, -1.065, 0.296)  0.2035
H (-1.052, 0.273, -0.843)  0.2013
H (-3.383, -0.629, -1.088)  0.2008
H (-3.397, 1.046, -0.496)  0.2017
H (-3.744, -0.282, 0.577)  0.2010
C (2.226, 0.228, -0.611)  -0.6036
C (2.477, -0.195, 0.836)  -0.6028
H (2.326, -0.652, -1.249)  0.2018
H (1.242, 0.687, -0.696)  0.2029
H (2.954, 0.974, -0.940)  0.2002
H (2.189, 0.590, 1.534)  0.2004
H (3.520, -0.459, 1.010)  0.2015
H (1.875, -1.075, 1.067)  0.1998

- Gap between HOMO and LUMO: 12.91 eV
- Molecular weight: 60.14 g/mol
- E_HOMO: -11.754 eV
- SMILES: CC.CC
- Total charge: 0

***

The calculated energies rank the structures as follows, beginning with the most stable: d, c, a, b.